Computed, not measured: a cluster of 2 separate species, C3H7O3 in total, with wB97M-V/def2-TZVPD.

F_max   4.6 eV/A
Spin multiplicity   2
<S²>   0.759
ΔE to the lowest compared entry with this formula, charge and spin   53.6 kcal/mol
HOMO (alpha / beta)   -10.450 / -10.226 eV
Energy   -344.08647 hartree

Structure (XYZ):
```
13
Properties=species:S:1:pos:R:3:forces:R:3:mulliken_spin:R:1
O -0.42552 -0.14866 3.32641 3.7 -0.9 -2.6 0.029
C 0.60778 -0.59711 2.74310 -2.8 -0.5 2.5 -0.022
O 1.07354 -0.42922 1.51760 -0.8 0.7 1.3 0.357
H 1.18752 -1.41517 3.36210 -0.4 1.4 -1.4 0.060
H 0.36859 0.57475 1.00346 0.2 -1.1 -0.1 -0.039
C -0.79730 0.26620 -0.87417 0.2 -0.1 -0.7 -0.006
O -0.17355 1.00835 0.15158 -0.5 0.6 -0.5 0.545
C 0.13174 0.17008 -2.16195 -3.2 -0.3 -0.6 -0.003
H -1.77998 0.84436 -1.17307 1.6 -1.2 0.9 0.054
H -1.01029 -0.77197 -0.45055 -0.2 1.3 -0.6 0.024
H -0.43445 -0.58680 -2.89288 1.8 1.3 1.6 0.000
H 1.13407 -0.05076 -1.84190 0.3 -0.6 -0.3 0.001
H 0.11786 1.13596 -2.70975 0.1 -0.5 0.5 0.001
```
Forces are in eV/Å.


Computed, not measured: a cluster of 2 separate species, C3H7O3 in total, with wB97M-V/def2-TZVPD.

F_max   2.1 eV/A
Spin multiplicity   2
<S²>   0.754
ΔE to the lowest compared entry with this formula, charge and spin   22.7 kcal/mol
HOMO (alpha / beta)   -9.764 / -9.758 eV
Energy   -344.13565 hartree

Structure (XYZ):
```
13
Properties=species:S:1:pos:R:3:forces:R:3:mulliken_spin:R:1
C 0.08832 0.99161 2.61054 -0.6 -2.0 -0.3 0.000
O 0.95698 0.06990 1.96047 0.2 0.4 0.2 0.005
H 0.54303 -0.23917 1.13671 0.2 0.1 0.3 -0.002
H 0.13380 0.76390 3.67104 0.6 0.7 0.3 0.000
H -0.94990 0.67534 2.42133 0.0 0.6 -0.4 0.000
H 0.28698 2.01145 2.30622 -0.1 0.3 0.3 0.000
C -0.19459 1.03045 -1.55845 -0.1 -0.1 -0.4 0.016
C -0.25663 -0.45511 -1.29385 0.8 0.9 1.1 -0.016
O 0.03599 -0.97772 -0.23382 -0.5 -0.6 -1.0 0.060
O -0.69665 -1.13175 -2.30787 -0.1 -0.4 -0.2 0.916
H 0.41239 1.57866 -0.84276 0.0 -0.4 0.4 0.017
H -1.23389 1.34841 -1.48215 0.1 0.4 -0.3 -0.002
H 0.23662 1.23281 -2.53890 -0.4 0.0 -0.1 0.006
```
Forces are in eV/Å.


Computed, not measured: a cluster of 2 separate species, C3H7O3 in total, with wB97M-V/def2-TZVPD.

F_max   5.9 eV/A
Spin multiplicity   2
<S²>   0.754
ΔE to the lowest compared entry with this formula, charge and spin   48.2 kcal/mol
HOMO (alpha / beta)   -10.268 / -10.263 eV
Energy   -344.09516 hartree

Structure (XYZ):
```
13
Properties=species:S:1:pos:R:3:forces:R:3:mulliken_spin:R:1
C 0.48740 -0.12998 -1.63060 1.4 -0.9 -2.6 0.090
C 1.13159 -1.39772 -1.07354 -3.6 2.8 3.7 -0.016
O 2.04337 -1.83821 -1.72550 3.5 -2.0 -3.1 0.839
O 0.81496 -1.69178 0.06353 -0.1 -1.2 0.5 0.069
H 0.76263 0.01854 -2.68570 0.3 0.6 0.5 0.004
H 0.73301 0.61708 -0.92845 0.7 1.0 0.2 0.003
H -0.54218 -0.25294 -1.65479 -2.0 -0.6 0.3 0.010
C -0.51317 0.90066 1.45058 -1.5 -1.7 2.8 0.000
O -1.83964 0.91726 2.24497 2.6 1.4 -1.3 0.000
H -2.31673 0.21170 1.88173 -1.3 -1.6 -0.6 0.000
H -0.14050 1.84480 1.85542 0.8 -0.5 -0.4 0.000
H -0.02807 -0.09951 1.86492 -0.3 2.5 -1.3 0.000
H -0.59266 0.90011 0.33744 -0.5 0.1 1.3 0.001
```
Forces are in eV/Å.


Computed, not measured: a cluster of 2 separate species, C3H7O3S2 in total, with wB97M-V/def2-TZVPD.

F_max   4.4 eV/A
Spin multiplicity   1
ΔE to the lowest compared entry with this formula, charge and spin   29.3 kcal/mol
HOMO   -4.724 eV
Net charge   -1
Energy   -1140.65182 hartree

Structure (XYZ):
```
15
Properties=species:S:1:pos:R:3:forces:R:3:nbo_charge:R:1
C 0.07835 -0.24970 1.09056 -0.4 2.5 -2.9 -0.530
C -0.32001 1.30906 1.16498 1.1 -0.3 0.1 0.781
O -0.21230 1.97603 2.18483 0.3 -0.9 2.3 -0.738
O -0.60820 1.86317 0.10508 -1.6 -0.1 -2.9 -0.782
C -1.00318 -1.08797 0.43440 0.2 1.2 -1.2 -0.557
S -0.37858 -2.75737 0.09959 -0.1 0.3 0.7 0.089
S 0.79716 -2.60759 -1.52997 -0.5 -1.0 -1.9 -0.190
H 1.06058 -0.32384 0.52659 -1.3 0.2 0.2 0.210
H 0.32249 -0.41299 2.03961 0.7 -1.6 4.1 0.207
H -1.97976 -1.20205 0.91309 0.4 -0.1 0.7 0.225
H -1.27266 -0.47059 -0.46391 0.3 -1.1 0.1 0.253
H 1.71838 -1.66149 -1.49228 0.4 0.7 1.1 0.138
H 0.06174 1.47209 -1.15085 1.6 1.0 -0.9 0.500
H 0.89213 2.55312 -2.04565 -0.2 -0.5 0.3 0.449
O 0.84387 1.60013 -1.87608 -0.9 -0.4 0.2 -1.055
```
Forces are in eV/Å.


Computed, not measured: a cluster of 2 separate species, C3H7O3S5 in total, with wB97M-V/def2-TZVPD.

F_max   3.3 eV/A
Spin multiplicity   1
ΔE to the lowest compared entry with this formula, charge and spin   23.2 kcal/mol
HOMO (alpha / beta)   -5.125 / -5.125 eV
Net charge   -1
Energy   -2335.18073 hartree

Structure (XYZ):
```
18
Properties=species:S:1:pos:R:3:forces:R:3:nbo_charge:R:1
C -1.46484 0.20417 1.05360 0.5 0.8 0.2 -0.594
C -0.69815 -0.88059 0.27783 -0.1 -1.0 -2.2 -0.441
C -0.22470 -0.35076 -1.15971 -3.3 -0.3 0.4 -0.370
O -0.83000 2.01998 -1.32939 -1.0 1.1 0.3 -0.992
O 1.40997 1.55139 -2.06816 0.4 0.3 -0.1 -0.993
O 0.92259 1.55904 0.32593 0.0 0.6 -0.9 -1.006
S -3.09950 0.50711 0.36216 -0.7 -0.1 0.2 -0.090
S 0.91131 -1.20551 1.11203 -0.9 -2.0 0.4 -0.077
S -0.96932 -0.90451 -2.54520 1.4 0.5 1.8 0.082
S 2.47106 -1.32377 -2.40610 0.0 -2.3 1.8 -0.385
S 0.41519 1.37189 -1.04527 1.0 -0.7 -0.6 2.378
H -0.88521 1.17403 0.95234 -1.0 -1.3 0.7 0.288
H -1.56791 -0.07093 2.13842 0.1 0.2 -1.1 0.235
H -1.34491 -1.80574 0.05638 1.1 1.3 0.6 0.248
H -2.75053 1.41783 -0.56139 0.2 -0.1 0.1 0.175
H 0.90545 0.09952 1.09896 1.2 1.3 0.5 0.199
H 1.83102 -1.36994 -1.10000 1.2 0.0 -1.9 0.162
H 2.33144 -0.04862 -2.48311 -0.2 1.7 -0.1 0.180
```
Forces are in eV/Å.


Computed, not measured: a structure of composition C3H7O3Tl, with wB97M-V/def2-TZVPD.

F_max   4.2 eV/A
Spin multiplicity   2
<S²>   0.753
ΔE to the lowest compared entry with this formula, charge and spin   0.0 kcal/mol
HOMO (alpha / beta)   -12.860 / -15.378 eV
Net charge   +1
Energy   -516.25667 hartree

Structure (XYZ):
```
14
Properties=species:S:1:pos:R:3:forces:R:3:mulliken_spin:R:1
O -0.31558 1.64087 0.09851 -0.4 2.1 0.7 0.002
C -1.67695 1.41266 -0.03449 -2.1 -0.3 -0.5 -0.002
C -2.05340 0.00990 0.43097 -0.8 0.2 0.7 0.033
O -1.09780 -0.89512 -0.16158 -2.6 -1.0 -0.1 0.094
C -1.36991 -2.23013 -0.15594 -0.2 -0.8 0.1 0.859
H -2.01248 1.52792 -1.08610 0.3 0.0 0.4 0.001
H -2.28328 2.11974 0.56454 0.6 -0.2 -0.2 0.001
H -3.06341 -0.28054 0.11109 0.3 0.1 0.1 -0.019
H -1.95407 -0.08898 1.52286 -0.1 0.0 -0.3 -0.012
H -2.14613 -2.56790 0.53157 0.4 -0.1 -0.4 0.024
H -0.64164 -2.81975 -0.71104 -0.5 0.0 0.3 0.017
Tl 0.70259 0.10817 -0.29504 2.2 1.9 -0.2 0.005
O 2.10493 -1.01732 -0.66025 3.1 -2.6 -0.8 -0.004
H 2.02256 -1.98003 -0.79351 -0.3 0.6 0.2 0.001
```
Forces are in eV/Å.


Computed, not measured: a cluster of 2 separate species, C3H7O4P in total, with wB97M-V/def2-TZVPD.

F_max   3.6 eV/A
Spin multiplicity   1
ΔE to the lowest compared entry with this formula, charge and spin   49.9 kcal/mol
HOMO   -8.188 eV
Energy   -760.75929 hartree

Structure (XYZ):
```
15
Properties=species:S:1:pos:R:3:forces:R:3:nbo_charge:R:1
O -3.06663 -1.18997 0.33182 0.0 0.0 0.1 -0.559
C -2.31625 -0.24243 0.40222 0.0 1.0 0.5 0.389
C -0.96689 -0.11666 -0.00531 2.1 1.8 -0.5 -0.609
P 0.01913 -1.59020 -0.26080 1.3 0.4 -0.9 0.265
C -0.35243 1.15793 -0.15455 -2.1 -2.9 0.1 0.701
O 0.88874 1.21738 -0.61180 -1.3 2.9 -1.0 -0.682
O -0.99818 2.32762 -0.01757 0.2 -0.9 -0.1 -0.649
H -2.49075 0.72581 0.86848 -1.8 0.4 0.4 0.105
H -1.03312 -2.47117 -0.23799 -0.7 -0.5 -0.5 0.023
H 0.22263 -1.32753 -1.68773 -0.3 -0.7 0.6 -0.019
H 1.38218 0.57086 -0.17538 2.1 -2.2 1.3 0.522
H -0.49612 3.00192 -0.47673 0.3 0.4 -0.1 0.500
O 2.72895 -0.55236 0.71719 0.6 -0.1 -0.6 -0.975
H 3.41915 -0.49939 1.40794 -0.3 -0.2 -0.9 0.495
H 3.05957 -1.01183 -0.09980 -0.1 0.5 1.6 0.493
```
Forces are in eV/Å.


Computed, not measured: an isolated molecule of C3H7O5P, with wB97M-V/def2-TZVPD.

F_max   4.6 eV/A
Spin multiplicity   1
ΔE to the lowest compared entry with this formula, charge and spin   40.5 kcal/mol
HOMO   -10.549 eV
Energy   -836.08930 hartree

Structure (XYZ):
```
16
Properties=species:S:1:pos:R:3:forces:R:3:nbo_charge:R:1
O 3.58632 -0.04178 -0.25324 -2.5 2.1 1.7 -0.520
C 2.64313 0.61931 0.19379 2.3 -2.1 -2.4 0.626
O 1.38090 0.49299 -0.48019 1.1 0.0 2.6 -0.560
C 0.92175 -0.84320 -0.14523 -0.3 -2.2 -0.9 -0.086
C -0.66655 -1.03318 -0.18808 0.4 -0.4 0.4 -0.814
P -1.66526 0.55725 -0.26919 -3.1 1.4 -3.1 2.227
O -2.02374 0.91034 -1.72570 1.6 -0.6 3.8 -1.066
O -3.17134 0.20215 0.49187 3.8 -0.2 0.3 -0.931
O -1.01112 1.84921 0.60083 -0.6 -1.9 -1.6 -0.969
H 2.81244 1.28180 1.10012 -1.0 -0.4 -1.1 0.165
H 1.31349 -1.24239 0.85137 -0.5 1.0 -1.2 0.193
H 1.36466 -1.54517 -0.94192 -0.6 1.0 1.2 0.209
H -0.98812 -1.67947 0.70467 0.5 1.1 -1.1 0.244
H -0.95198 -1.64477 -1.11615 0.2 1.3 1.3 0.285
H -2.88936 -0.34152 1.26979 -0.9 0.5 -0.5 0.475
H -0.65523 2.45844 -0.09273 -0.3 -0.6 0.7 0.521
```
Forces are in eV/Å.